{
  "formula": "C11H15NO3",
  "method": "ωB97M-V/def2-TZVPD",
  "symbols": ["C", "C", "C", "C", "C", "C", "C", "C", "C", "C", "C", "N", "O", "O", "O", "H", "H", "H", "H", "H", "H", "H", "H", "H", "H", "H", "H", "H", "H", "H"],
  "positions_angstrom": [[-3.180, -0.078, -0.396], [-2.505, 0.679, -1.331], [-2.764, -0.298, 0.928], [-1.226, 1.102, -1.021], [-1.639, 0.381, 1.307], [-0.879, 0.954, 0.276], [0.130, -2.462, 0.211], [0.876, 2.891, 0.099], [1.434, -1.573, 0.612], [1.639, -0.465, -0.366], [0.381, 1.643, 0.768], [2.767, 0.191, -0.496], [3.098, 1.124, -1.310], [3.790, -0.078, 0.394], [0.870, 1.241, 1.794], [-4.196, -0.509, -0.779], [-2.938, 0.851, -2.211], [-3.245, -0.740, 1.744], [-0.460, 1.700, -1.528], [-1.225, 0.456, 2.281], [0.144, -3.280, 0.899], [-0.879, -2.019, 0.081], [0.409, -3.071, -0.630], [1.489, 2.522, -0.706], [1.648, 3.453, 0.678], [-0.018, 3.466, -0.035], [1.283, -0.976, 1.461], [2.437, -2.017, 0.829], [0.963, -0.210, -1.276], [4.575, 0.476, 0.217]],
  "atomic_forces_ev_per_a": [[-3.1447, -1.5282, -0.4509], [1.8260, -1.1302, 2.5941], [0.6326, 1.6504, -0.8324], [-0.0571, 0.8963, 0.1618], [0.9356, -0.0093, -2.0038], [1.5575, 1.0155, 2.4112], [2.3902, -0.0158, 0.4630], [1.0062, -0.4075, 1.1872], [-0.9852, 0.3113, -1.4727], [0.9991, 0.4520, -3.3428], [-0.2799, 0.2052, 1.0693], [0.7287, 1.0558, -0.6449], [-0.9288, -0.7052, 0.2219], [-0.2838, -1.3002, 1.3524], [0.5541, -0.1446, 0.8855], [1.8939, 0.7594, 1.0164], [-1.5907, 0.5681, -3.5392], [-1.4899, -1.1248, 0.3916], [-0.9997, -0.3821, -0.9732], [0.0217, -0.2335, 0.8200], [-0.6931, -0.1941, 1.1990], [1.0884, 0.1372, 0.2834], [-0.0425, 0.3361, -1.1849], [-0.3218, 0.3500, -1.3779], [-0.9585, -0.6165, 0.1602], [-0.0701, 0.7333, -1.0462], [-0.8188, 0.3068, 1.9424], [-1.1275, -0.5781, -0.5582], [1.1791, -0.6099, 2.0243], [-1.0210, 0.2027, -0.7566]],
  "lumo_ev": 0.41,
  "orbital_gap_ev": 9.03,
  "relative_energy_ev": 5.6058,
  "spin_multiplicity": 1,
  "total_energy_ev": -19277.4059,
  "smiles": "CC/C=[N+](/[O-])O.CC(=O)c1ccccc1"
}

{
  "formula": "C11H15NO3",
  "method": "ωB97M-V/def2-TZVPD",
  "symbols": ["C", "C", "C", "C", "C", "C", "C", "C", "C", "C", "C", "N", "O", "O", "O", "H", "H", "H", "H", "H", "H", "H", "H", "H", "H", "H", "H", "H", "H", "H"],
  "positions_angstrom": [[-3.795, -0.547, -0.278], [-2.664, -0.098, -0.850], [-3.375, -1.280, 0.931], [-0.392, 3.149, 0.034], [-1.252, 2.116, 0.020], [-0.966, 0.942, 0.805], [-1.528, -0.462, 0.009], [-0.367, -1.088, -0.674], [0.727, -1.646, 0.292], [3.919, -0.007, -0.261], [2.399, 0.008, -0.103], [-2.098, -1.177, 1.137], [-0.298, 0.815, 1.775], [4.679, -0.700, 0.664], [1.991, -1.351, -0.183], [-4.854, -0.413, -0.649], [-2.625, 0.392, -1.746], [-4.176, -1.664, 1.444], [-0.503, 4.003, -0.464], [0.472, 3.158, 0.512], [-2.249, 1.975, -0.550], [-0.083, -0.183, -1.352], [-0.836, -1.698, -1.425], [0.433, -1.265, 1.202], [0.783, -2.782, 0.476], [4.248, 0.963, -0.245], [3.917, -0.390, -1.217], [1.813, 0.512, -0.833], [2.113, 0.329, 0.951], [4.571, -1.609, 0.575]],
  "atomic_forces_ev_per_a": [[-0.5790, -0.0078, -0.8496], [-1.2037, -1.3981, 1.5372], [1.7192, 2.3814, -2.2802], [-3.6747, -3.2423, -0.6120], [-1.1371, 1.5382, -0.6330], [-0.2923, -2.9806, -1.5979], [-0.7988, 2.1860, 2.7912], [0.2643, 1.2980, -1.3335], [-0.6510, -2.3172, -2.4553], [-2.3619, -0.5707, 0.4733], [-0.3222, -1.2584, 3.8125], [-1.1704, -1.5676, 0.1410], [0.3549, 0.5465, 0.8235], [0.3777, 2.0497, 0.8536], [1.3152, -0.2389, -0.0485], [1.4665, -0.2497, 0.5033], [0.3037, 1.1708, -2.1665], [-0.9335, -1.4638, 2.3205], [-1.0813, 3.2563, -2.3885], [3.7145, -0.7116, 2.6147], [2.0458, 1.2086, 0.9228], [0.6539, -1.5461, 1.0929], [0.3852, -1.2536, -0.2036], [0.2487, 1.1886, 2.3920], [-0.7820, 1.5451, -0.8149], [0.9666, 2.4967, -0.1726], [1.3036, -1.0529, -2.4576], [0.1462, 1.2640, -0.7840], [0.2584, 0.1907, -1.1721], [-0.5359, -2.4612, -0.3087]],
  "lumo_ev": -0.08,
  "orbital_gap_ev": 9.16,
  "relative_energy_ev": 5.3251,
  "spin_multiplicity": 1,
  "total_energy_ev": -19277.6866,
  "smiles": "C=CC(=O)[C@]1(CCOCCO)C=CC=N1"
}

{
  "formula": "C11H15O3P",
  "method": "ωB97M-V/def2-TZVPD",
  "symbols": ["C", "C", "C", "C", "C", "C", "C", "C", "C", "C", "C", "O", "O", "O", "P", "H", "H", "H", "H", "H", "H", "H", "H", "H", "H", "H", "H", "H", "H", "H"],
  "positions_angstrom": [[-3.276, -2.044, -1.193], [-2.851, -0.806, -1.635], [-2.489, -2.821, -0.416], [-1.593, -0.394, -1.281], [-1.234, -2.492, -0.088], [-0.710, -1.310, -0.538], [2.410, 1.515, -0.562], [1.980, 0.219, -1.149], [1.233, 2.060, 0.344], [1.146, 1.206, 1.624], [-0.104, 1.323, 2.484], [1.787, -2.036, 0.203], [0.137, 2.065, -0.533], [2.233, 0.884, 2.320], [0.976, -0.870, -0.117], [-4.243, -2.377, -1.488], [-3.418, -0.225, -2.273], [-2.844, -3.906, -0.158], [-1.079, 0.429, -1.731], [-0.606, -3.279, 0.380], [3.394, 1.286, -0.038], [2.567, 2.292, -1.448], [1.498, 0.328, -2.094], [2.857, -0.464, -1.299], [1.370, 3.048, 0.786], [-0.967, 1.055, 1.945], [-0.240, 2.355, 2.798], [0.029, 0.603, 3.428], [-0.773, 1.953, 0.009], [2.810, 0.400, 1.721]],
  "atomic_forces_ev_per_a": [[-1.0912, 0.7420, -0.4152], [1.4338, -0.6566, 1.1423], [-2.3569, -4.0628, 0.3920], [2.3722, -2.0874, 0.7728], [2.7420, -0.9450, 0.7812], [-1.2903, 2.6033, -1.4466], [0.5182, 2.2828, -0.3514], [0.3447, -1.8915, -1.3044], [1.8864, -0.5746, 1.0058], [-3.2412, -2.6808, -2.7953], [2.0523, -1.0807, 1.9213], [1.1393, -2.2229, 0.8560], [-3.4926, -0.5710, 2.2508], [1.0568, 0.2395, 0.3329], [-0.6728, 3.2974, 2.3312], [-0.6119, -0.3298, -0.1418], [-1.2566, 1.0968, -1.1688], [0.5037, 2.2371, -0.3446], [-0.2508, 0.7481, -0.0581], [-0.2305, 0.9631, -0.1008], [-1.2048, 1.0981, -0.3698], [0.0070, -1.5273, 2.0717], [-0.2895, 0.2455, -0.8548], [-0.6813, 0.6397, -0.1020], [0.5265, 0.6359, -0.5728], [-1.1117, -0.5640, -0.6012], [0.0339, 0.2574, 0.4469], [-0.4443, 1.7115, -2.1190], [3.1671, 0.4189, -1.7531], [0.4427, -0.0230, 0.1948]],
  "lumo_ev": [0.20, 0.21],
  "orbital_gap_ev": [7.13, 7.13],
  "relative_energy_ev": 3.0024,
  "spin_multiplicity": 1,
  "total_energy_ev": -27078.6165
}

{
  "formula": "C11H16Cl3NOPtS",
  "method": "ωB97M-V/def2-TZVPD",
  "symbols": ["C", "C", "C", "C", "C", "C", "C", "C", "C", "C", "Pt", "Cl", "Cl", "Cl", "H", "H", "H", "H", "H", "H", "H", "H", "H", "H", "H", "H", "H", "H", "H", "O", "H", "S", "C", "N"],
  "positions_angstrom": [[-0.290, -2.409, -0.186], [0.981, -2.178, -0.819], [0.772, -1.295, -1.930], [2.271, -2.837, -0.453], [-0.635, -0.988, -2.004], [-1.295, -1.649, -0.910], [-2.758, -1.691, -0.682], [-0.528, -3.390, 0.907], [1.827, -0.891, -2.899], [-1.292, -0.162, -3.043], [0.279, -0.270, 0.090], [2.269, -0.249, 1.280], [-1.143, -0.528, 2.027], [1.010, 1.811, -1.371], [2.278, -3.035, 0.620], [3.100, -2.164, -0.685], [2.420, -3.783, -0.995], [2.730, -0.602, -2.356], [1.512, -0.030, -3.495], [2.091, -1.714, -3.580], [-0.658, 0.686, -3.329], [-2.251, 0.243, -2.697], [-1.505, -0.736, -3.958], [-3.243, -0.765, -1.015], [-2.989, -1.813, 0.383], [-3.262, -2.513, -1.220], [0.240, -3.270, 1.673], [-0.488, -4.429, 0.548], [-1.500, -3.224, 1.378], [-4.230, -0.230, 2.766], [-5.050, 0.316, 2.644], [-0.166, 2.382, 0.971], [0.682, 3.493, 1.844], [1.260, 4.378, 2.417]],
  "atomic_forces_ev_per_a": [[-0.2007, -0.2779, -1.1699], [-0.6069, -0.8447, -1.1184], [-0.4148, -0.9052, -0.2088], [-0.0951, 0.0811, -0.0231], [0.1278, -0.7419, 0.7137], [0.8186, -0.7278, -1.0210], [-0.6324, 0.0188, 0.2536], [-0.0709, -0.0935, 0.2384], [0.1024, 0.0908, -0.0745], [-0.1493, 0.4251, -0.3954], [-0.6481, 0.5736, -0.1349], [1.9013, 0.3543, 1.3140], [-1.0100, 0.3890, 1.4385], [0.3623, 0.9775, -0.5182], [0.1982, 0.0114, -0.0977], [0.0107, -0.1403, 0.1545], [-0.0870, 0.0574, 0.0007], [0.0332, 0.0858, -0.0677], [0.0689, -0.1103, 0.0938], [-0.0480, 0.0466, 0.0343], [-0.1243, -0.1056, 0.1243], [0.1874, -0.0357, 0.0163], [0.0414, -0.0440, 0.0656], [0.1111, -0.0803, 0.1253], [0.0772, 0.1528, -0.1375], [0.2168, 0.0359, -0.0083], [-0.0973, -0.0209, 0.1114], [0.0159, 0.1003, -0.0921], [0.1960, 0.0016, -0.0176], [-0.8667, 0.1800, 0.1009], [0.9341, -0.2813, -0.0814], [-0.5509, 0.5059, 0.6290], [1.7722, 2.9367, 1.1772], [-1.5733, -2.6151, -1.4253]],
  "lumo_ev": [4.90, 3.31],
  "orbital_gap_ev": [4.22, 3.81],
  "spin_multiplicity": 5,
  "total_charge": -2,
  "total_energy_ev": -66850.7506,
  "s2": 6.026
}